The following is a DFT calculation (ωB97M-V/def2-TZVPD) of 10 unconnected molecules or ions with the total composition C40H106N6O16 at a distorted geometry.

```
168
C40H106N6O16 | the Open Molecules 2025 dataset | ωB97M-V/def2-TZVPD
H -0.088 0.918 0.566
O 1.380 -1.353 5.244
H -3.844 0.003 -1.746
C 4.841 -0.690 1.384
O 2.094 -1.152 -3.862
C 2.549 -1.820 4.568
H -1.735 -5.227 -9.287
H -5.833 2.835 6.019
C -3.092 3.882 -1.830
H 1.566 -3.968 -2.274
H -0.893 -6.451 -8.372
H -0.544 -0.832 4.855
H 4.139 4.435 3.191
H 5.614 -0.901 4.718
H -3.243 5.048 4.794
O 4.186 -1.426 0.419
H -2.012 3.832 -2.114
N -3.894 3.088 -4.035
H -3.814 -3.908 -5.675
H -1.184 -3.182 -6.989
C -0.530 3.675 2.036
H 0.685 -0.161 3.757
H 5.044 0.281 0.970
C 2.446 2.057 5.481
H -2.129 -4.087 -2.428
C -2.537 2.673 -4.389
H 2.369 0.971 5.263
H -0.147 -4.967 -8.495
H 1.466 2.456 5.907
H 3.705 -3.887 -0.916
C 3.511 -2.220 5.713
H -6.302 0.886 -0.650
H 0.818 -0.445 1.282
H 0.442 0.129 -4.008
H 2.230 -2.713 3.941
H -2.140 1.933 -3.618
H -3.346 2.813 4.380
H -2.877 1.000 -5.573
H -4.332 3.523 6.703
C -2.620 -3.559 -3.228
H 1.708 0.752 0.230
H -4.128 0.312 3.262
O -5.813 1.863 0.962
C 3.709 3.271 -0.849
O -1.175 -2.618 0.762
H -3.235 2.563 -6.449
H 3.012 -1.638 -1.422
O -1.755 -5.058 -7.213
C 3.448 -2.573 0.859
H 2.480 -2.227 1.385
H 8.782 -1.953 2.350
H 7.492 -3.396 4.522
C -4.212 5.467 5.198
H 3.675 4.881 0.571
H 4.069 1.483 3.576
C -0.631 -6.037 0.078
C 0.376 -1.018 4.325
C -6.600 1.768 -0.132
H -2.601 2.678 0.615
H -0.561 -6.913 0.736
C -2.757 2.106 -0.287
H 3.010 2.660 1.689
O -3.962 -1.503 -3.192
O 7.911 -1.325 4.200
H -0.788 3.931 1.022
N -5.135 2.065 3.762
H -2.554 -1.984 -1.666
H 9.654 -0.750 3.207
C 4.488 3.404 2.867
H 1.139 -2.934 -4.466
H -6.527 2.659 -0.788
C -2.325 -2.042 1.405
H 4.684 2.632 4.837
H -4.416 2.326 -3.695
C -2.661 -1.980 -2.744
N 4.750 -2.738 5.256
H -0.751 -1.932 0.193
H -1.830 -1.433 -3.098
H -4.961 0.035 1.013
H 3.583 -1.260 6.255
N 3.974 2.980 1.597
C 4.153 3.865 0.465
H -1.774 1.841 -8.276
H -1.302 -5.293 0.522
N -1.959 -3.933 -4.491
H 1.381 1.688 -1.963
H -5.067 4.188 -2.752
H 4.180 3.776 -1.687
C -2.107 -3.750 -6.985
H -3.686 -3.857 -3.144
C 1.794 2.635 -2.156
H 0.224 -1.787 3.600
H 0.386 -5.504 0.018
H -0.087 1.313 -7.838
O -5.262 4.503 5.117
H -3.134 -1.801 0.700
H 9.645 -2.395 3.802
H -1.806 3.511 -4.377
C -2.566 2.012 -5.771
H -3.116 4.691 -1.155
C -2.808 -3.543 -5.646
C 9.016 -1.601 3.362
H -4.604 6.314 4.652
H -1.275 3.051 2.342
C 2.123 -3.093 -2.537
H 4.005 -3.274 1.470
H 3.071 -1.035 3.955
H -1.460 0.222 -7.396
H 2.302 -4.122 0.118
H -3.712 0.452 -3.492
H -7.642 1.666 0.261
H 5.003 -3.504 5.809
H 4.129 2.248 -0.843
H -3.648 1.596 2.263
H 6.300 -1.736 6.229
C -4.187 2.394 4.783
C -1.137 -5.432 -8.397
H -0.510 -6.891 -1.685
O 0.360 -0.569 -0.745
H 1.990 0.659 -4.743
C 1.300 -2.314 -3.597
H 1.049 -0.679 -5.546
C -1.156 1.294 -7.538
C 1.318 -0.226 -4.587
C 0.742 0.169 0.423
O 0.766 2.973 2.149
H -0.581 4.568 2.627
C 2.939 -3.341 -0.331
H 3.011 -2.907 6.411
H 5.850 -1.118 1.634
C -4.523 1.199 2.753
H 5.529 3.474 2.758
H -5.360 2.870 3.175
H 3.226 2.157 6.298
H 5.179 4.137 0.297
H -2.873 -2.737 2.054
C -4.932 3.345 5.757
C 5.886 -1.841 5.154
H -6.251 0.090 2.201
O 2.766 2.794 4.343
H -3.117 1.110 0.007
O -1.256 1.952 -6.264
C 4.104 2.488 3.922
H 1.085 -1.234 -0.824
H -1.913 -4.901 -4.378
H -5.310 -0.041 -2.889
H 1.182 3.134 2.974
H 3.141 -3.390 -2.930
H -3.050 -2.482 -5.541
O 2.280 3.235 -1.029
H -1.732 2.004 -0.647
C -3.941 4.171 -3.057
O -1.125 -6.308 -1.234
C 6.975 -2.415 4.212
C -5.469 0.681 1.725
H -2.858 -3.386 -7.763
C -4.227 -0.196 -2.742
H -4.175 5.819 6.200
H 4.237 -0.637 2.309
O -3.574 2.711 -1.268
H -3.905 1.486 5.363
H -2.111 -1.138 1.924
H 6.544 -2.458 3.209
H -3.752 5.108 -3.528
N 2.306 -2.431 -1.273
H 0.342 -2.022 -3.176
H 1.070 3.307 -2.690
H 2.637 2.412 -2.879
```

Output
- Energy relative to the best compared isomer or geometry (same formula, charge and spin): 62.1 kcal/mol
- E_HOMO: -8.671 eV
- Structure (SMILES): COCCNCCOC.COCCNCCOC.COCCNCCOC.COCCNCCOC.COCCNCCOC.COCCNCCOC.CO.CO.CO.CO
- E_LUMO: 0.62 eV
- DFT total energy: -3119.53550 a.u.